Record 1
The following is a DFT calculation (ωB97M-V with the def2-TZVPD basis set) of the ion C10H11ClNO with charge +1.

XYZ file:
```
24
Properties=species:S:1:pos:R:3
C 2.1843 -0.0026 0.6278
C -2.3874 1.6623 0.9584
C -1.0056 -0.3224 0.7086
H 1.9211 -1.1219 -2.3125
O 2.0199 -0.2703 1.7570
C -2.1536 0.3742 1.2640
N 1.4620 -0.3066 -1.9352
C 0.5572 -1.9294 -0.1596
Cl 3.5139 0.8105 -0.0318
C -1.5352 2.3574 0.1428
C -0.5329 1.6371 -0.5493
H 1.4159 -2.3892 0.3239
H -3.2185 2.1907 1.3726
H 2.1878 0.3685 -1.9196
C -0.5312 -1.7390 0.8934
H -1.2879 -2.4741 0.8737
H 0.8030 0.0541 -2.6233
H 0.2967 -2.4807 -1.0370
H 0.2264 2.1202 -1.1179
H 0.0329 -1.7157 1.8670
H -1.7417 3.4601 -0.1277
C -0.2450 0.2865 -0.2637
C 0.9310 -0.4687 -0.6053
H -2.9131 -0.1010 1.8937
```

As for the total charge: +1. As for the lowest unoccupied orbital energy: -3.51 eV. For the total energy, the calculation gives -26600.7116 eV. As for the HOMO energy: -0.4610 Eh. The SMILES is [NH3+][C@]1(C(=O)Cl)CCc2ccccc21. The value obtained for the relative energy (zero: lowest compared OMol25 entry of this formula, charge and spin) is 0.000 eV.

---

Record 2
The following is a DFT calculation (ωB97M-V with the def2-TZVPD basis set) of a structure of composition C10H11F4N2O3S2Zn.

XYZ file:
```
33
Properties=species:S:1:pos:R:3
H 12.7650 3.0045 11.1959
H 7.2951 6.7902 4.3250
N 10.5350 4.9922 6.8485
C 8.3683 7.0504 4.3026
H 10.6918 7.6623 4.8111
H 7.1513 7.6197 6.5915
F 14.4616 3.8327 9.3572
O 6.6180 5.2754 7.4242
C 10.9375 3.5268 10.1773
C 12.5527 4.4360 8.0990
S 5.7654 4.8815 6.2827
H 8.2430 8.9797 6.1025
N 8.9019 6.9678 5.6680
C 10.3691 4.0355 9.0258
F 9.0154 4.1396 8.9413
F 10.1315 3.0804 11.1676
H 8.6149 7.9506 7.5233
F 13.3673 4.8832 7.1084
C 11.1177 5.7896 5.8048
H 12.1651 6.0000 5.9861
H 11.0028 5.2290 4.8632
Zn 8.6403 4.9828 6.6611
H 8.8838 6.3290 3.6767
C 11.1427 4.5109 7.9328
C 13.1199 3.9022 9.2443
H 8.5202 8.0712 3.8926
O 4.6725 4.0289 6.6387
C 12.3187 3.4324 10.2987
S 7.3088 3.5881 5.1650
C 10.3772 7.1179 5.7035
O 5.5201 5.9907 5.3934
C 8.1855 7.9465 6.5156
H 10.6313 7.7378 6.5739
```

As for the total charge: -1. As for the lowest unoccupied orbital energy: 2.68 eV. For the total energy, the calculation gives -100632.3451 eV. As for the HOMO energy: -0.1709 Eh.

---

Record 3
The following is a DFT calculation (ωB97M-V with the def2-TZVPD basis set) of the molecule C10H11N3OS4.

XYZ file:
```
29
Properties=species:S:1:pos:R:3
S -1.9205 2.7539 1.0667
C 0.7674 3.7176 0.6005
H 2.1282 0.5760 1.1078
H 2.8151 2.2235 1.0504
H -0.0717 4.1352 0.0716
H 1.7505 1.6637 2.4098
N -2.0734 -1.4784 0.0430
C 2.4260 -1.9670 -0.7119
C -0.6531 1.7148 0.7561
H 3.4398 -2.1123 -0.6181
C -1.8365 -0.1375 -0.0088
S -3.7430 -3.6233 -0.3977
H -0.3696 -1.0746 -2.2469
N 0.6965 2.2530 0.6898
O 1.4382 -2.3665 0.2690
H -0.8372 -2.5014 1.3434
C -0.9475 -2.5260 0.2620
N -0.8759 0.2889 0.7935
S -2.9178 0.8800 -0.9896
H 1.7077 3.9402 0.0515
C 0.4026 -1.5081 -1.5826
H -1.2630 -3.4680 -0.0879
C 0.3073 -2.1029 -0.3552
C 1.8708 -1.3818 -1.8067
C 1.8873 1.6587 1.3288
H 0.8182 4.1616 1.6003
C -3.2763 -2.0215 -0.4391
H 2.3033 -0.8605 -2.5971
S -3.9732 -0.8373 -1.6028
```

As for the total charge: 0. As for the lowest unoccupied orbital energy: -0.59 eV. For the total energy, the calculation gives -60404.4113 eV. As for the HOMO energy: -0.3032 Eh. The SMILES is CN(C)C(=S)/N=c1\ssc(=S)n1Cc1ccco1. The value obtained for the relative energy (zero: lowest compared OMol25 entry of this formula, charge and spin) is 1.182 eV.

---

Record 4
The following is a DFT calculation (ωB97M-V with the def2-TZVPD basis set) of a structure of composition C10H11N3OSe.

XYZ file:
```
26
Properties=species:S:1:pos:R:3
C 1.6767 0.6359 -0.2444
N 2.3828 1.6596 1.5479
H 4.7369 -0.7146 -1.1376
H 0.0228 3.2309 1.5086
C -3.1199 0.3772 -1.2644
H -3.8437 -2.7623 -0.3802
C -2.0076 0.5518 -0.5395
C -2.2805 -1.5712 0.3763
C -3.3188 -1.8249 -0.5594
H 4.4408 -1.0165 1.2212
H -1.9103 -2.3810 0.9971
C 3.7890 -0.8538 -0.5232
H -3.5941 1.1811 -1.7886
H -0.6794 1.6728 1.8821
H 0.9615 0.3355 -1.0498
C -0.2869 2.2760 1.0584
N 3.3332 0.8972 1.0904
H 3.1049 -1.5619 -1.1518
C -3.7584 -0.8605 -1.3589
H -4.4429 -1.1238 -2.1761
C 2.9522 0.2646 0.0091
O 4.0666 -1.6126 0.6341
N 1.3586 1.4437 0.7418
H -0.7038 -0.1766 1.1579
Se -1.3012 2.3092 -0.4351
C -1.5785 -0.3760 0.3840
```

As for the total charge: 0. As for the lowest unoccupied orbital energy: 0.41 eV. For the total energy, the calculation gives -82408.3463 eV. As for the HOMO energy: -0.3308 Eh.